Computed, not measured: a molecular structure, C13H13AuBrNO7 in a non-equilibrium geometry, with wB97M-V/def2-TZVPD.

* orbital gap (alpha / beta): 4.452 / 4.470 eV
* lowest unoccupied orbital energy (alpha / beta): -4.25 / -4.25 eV

The geometry in XYZ format:
```
36
C13H13AuBrNO7 wB97M-V/def2-TZVPD
Au -1.1962 1.4949 0.1260
O -1.2832 0.3541 -2.0672
C -1.4261 -1.0462 -1.8697
C -2.7751 -1.3292 -1.2134
N -2.8399 -1.0282 0.2023
C -4.0085 -0.3720 0.6648
C -4.2171 1.0867 0.0448
O -5.3474 1.3836 -0.2448
O -3.1826 1.7933 -0.0669
C -2.0493 -1.7028 1.1254
C -1.2674 -0.7778 2.3084
O -0.7912 -1.4785 3.1534
O -1.3825 0.4388 2.1661
H -0.4034 0.5251 -2.4248
H -1.3887 -1.5467 -2.8443
H -0.6105 -1.4207 -1.2442
H -3.5484 -0.7408 -1.7107
H -2.9861 -2.3951 -1.3644
H -4.9191 -0.9121 0.3876
H -3.9706 -0.2342 1.7471
H -2.6412 -2.3389 1.7902
H -1.2393 -2.2547 0.6563
Br 7.5502 1.1411 0.1090
C 5.6565 1.0027 0.0751
C 4.9060 2.1288 -0.2287
C 3.5284 2.0292 -0.2450
C 2.9074 0.8124 0.0334
C 3.6783 -0.3145 0.3078
C 5.0571 -0.2196 0.3388
C 1.4262 0.7450 0.0465
O 0.7905 -0.3128 0.0033
O 0.8033 1.8647 0.0872
H 5.3917 3.0686 -0.4485
H 2.9204 2.8931 -0.4736
H 3.1911 -1.2565 0.5067
H 5.6678 -1.0802 0.5661
```

Computed Löwdin charges, given in elementary charges: Au 1.266; O -0.108; C -0.215; C -0.115; N -0.146; C -0.074; C -0.629; O 0.101; O -0.097; C -0.046; C -0.624; O 0.100; O 0.004; H 0.104; H 0.133; H 0.095; H 0.141; H 0.141; H 0.136; H 0.138; H 0.145; H 0.128; Br 0.739; C -0.677; C -0.115; C -0.010; C -0.133; C -0.002; C -0.113; C -0.589; O -0.004; O -0.122; H 0.103; H 0.119; H 0.122; H 0.103



Computed, not measured: a molecular structure, C13H13BrMoN2O2S4Se in a non-equilibrium geometry, with wB97M-V/def2-TZVPD.

* orbital gap (alpha / beta): 3.512 / 3.547 eV
* net charge: +2
* lowest unoccupied orbital energy (alpha / beta): -10.65 / -10.62 eV

The geometry in XYZ format:
```
37
C13H13BrMoN2O2S4Se wB97M-V/def2-TZVPD
Mo 2.9052 0.1307 -0.2391
S 4.2993 0.0178 1.4424
S 5.4309 -1.8855 1.6193
S 4.9921 -3.0168 0.0907
S 3.5894 -1.9791 -1.0438
Br -5.0021 -2.6030 0.1418
C -3.1656 -3.0079 0.0502
C -2.7031 -4.3277 -0.1472
C -1.3402 -4.5321 -0.1869
C -0.4797 -3.4495 -0.0484
C -0.9386 -2.1485 0.1314
C -2.3250 -1.9323 0.1983
C 0.0571 -1.0786 0.1602
O -0.5066 0.0508 0.5354
O 1.2350 -1.2634 -0.1912
H -3.4220 -5.1162 -0.2097
H -0.8443 -5.5093 -0.3155
H 0.5750 -3.6230 -0.1136
H -2.7635 -0.9533 0.3903
C -1.6914 2.5038 1.2730
C -0.7405 2.3581 0.1399
C -0.0587 3.7157 -0.0304
C -1.5489 1.9767 -1.0863
C 0.2464 1.2812 0.3821
N 1.4819 1.2490 0.4224
H -2.3863 3.3353 1.0898
H -1.1670 2.7581 2.1905
H -2.2835 1.5971 1.4643
H -0.8287 4.4704 -0.2342
H 0.6009 3.7411 -0.9191
H 0.4815 4.0492 0.8741
H -2.2748 2.7810 -1.2209
H -2.0437 1.0179 -0.9811
H -0.9120 1.9117 -1.9674
Se 5.2604 3.8004 -1.0900
C 4.3950 2.3844 -1.2108
N 3.8760 1.2960 -1.3603
```

Computed Löwdin charges, given in elementary charges: Mo 1.013; S 0.258; S 0.264; S 0.290; S 0.322; Br 0.832; C -0.649; C -0.045; C -0.030; C -0.006; C -0.117; C -0.061; C -0.345; O 0.108; O -0.197; H 0.115; H 0.134; H 0.108; H 0.106; C -0.031; C -0.573; C -0.030; C -0.001; C -0.281; N 0.013; H 0.118; H 0.105; H 0.101; H 0.104; H 0.096; H 0.105; H 0.116; H 0.084; H 0.103; Se 1.000; C -0.913; N -0.213



Computed, not measured: a single C13H13ClN2O3 molecule in a non-equilibrium geometry, with wB97M-V/def2-TZVPD.

* orbital gap: 6.561 eV
* SMILES: CCCCOC(=O)c1nnc(-c2ccc(Cl)cc2)o1
* lowest unoccupied orbital energy: -1.39 eV

The geometry in XYZ format:
```
32
C13H13ClN2O3 wB97M-V/def2-TZVPD
C 5.1049 2.2896 -0.9280
C 3.7009 2.9162 -0.7150
C 2.5329 1.8589 -0.6146
C 2.7027 1.0216 0.4977
O 1.5628 0.4987 0.6764
C 1.6317 -0.9616 1.1728
O 2.6299 -1.4069 1.7274
C 0.2107 -1.5125 1.1906
N 0.0050 -2.7990 1.9037
N -1.2284 -2.9752 1.4835
C -1.8136 -1.7719 0.6021
C -3.1343 -1.6894 0.3722
C -3.3930 -0.5484 -0.5558
C -4.6733 -0.1903 -0.8409
C -5.7538 -1.1147 -0.7315
Cl -7.1832 -0.9844 -1.0849
C -5.3767 -2.3076 0.0952
C -4.1752 -2.7391 0.5458
O -0.7109 -1.2258 0.5071
H 5.0456 1.7380 -1.8784
H 5.4748 1.4702 -0.1572
H 6.0172 2.9494 -1.2274
H 3.9236 3.3350 0.3211
H 3.6971 3.7979 -1.4034
H 2.5342 1.3672 -1.5617
H 1.6977 2.6962 -0.6487
H 3.5662 0.3686 0.2081
H 2.9079 1.6842 1.4778
H -2.6320 0.3188 -0.4617
H -4.9434 0.5197 -1.3849
H -6.0907 -3.1721 0.1755
H -3.8372 -3.4314 1.2372
```

Computed Löwdin charges, given in elementary charges: C -0.168; C -0.264; C -0.218; C -0.428; O -0.026; C -0.197; O 0.128; C -0.271; N 0.139; N 0.062; C -0.206; C -0.126; C 0.017; C -0.080; C -0.872; Cl 0.968; C -0.093; C 0.014; O 0.172; H 0.049; H 0.101; H 0.090; H 0.106; H 0.110; H 0.110; H 0.160; H 0.146; H 0.189; H 0.155; H 0.026; H 0.117; H 0.089



Computed, not measured: a molecular structure, C13H13F2LiNO7P2 in a non-equilibrium geometry, with wB97M-V/def2-TZVPD.

* orbital gap: 6.845 eV
* net charge: -1
* lowest unoccupied orbital energy: 2.67 eV

The geometry in XYZ format:
```
39
C13H13F2LiNO7P2 wB97M-V/def2-TZVPD
Li -0.1161 -0.4664 0.3843
F 5.2101 -1.5389 0.4706
C 4.2617 -0.5580 0.4679
C 2.9246 -0.8806 0.4922
C 1.9262 0.1045 0.4935
C 2.3648 1.4531 0.4544
C 3.7308 1.7293 0.4400
F 4.2180 3.0129 0.4107
C 4.7030 0.7509 0.4443
C 1.3146 2.5094 0.4213
C 1.5744 3.8896 0.4515
C 0.5254 4.7915 0.4182
C -0.7780 4.3254 0.3560
C -0.9526 2.9498 0.3225
N 0.0431 2.0806 0.3476
H 2.6458 -1.9313 0.5207
H 5.7536 1.0032 0.4308
H 2.5829 4.2639 0.5030
H 0.7265 5.8565 0.4416
H -1.6247 4.9992 0.3328
H -1.9472 2.5145 0.2764
C -3.0807 -3.1674 0.7889
C -2.5364 -2.6395 -0.5260
O -3.2203 -3.2107 -1.6284
P -2.6579 -0.8024 -0.5441
O -4.2364 -0.5107 -0.6557
O -2.1106 -0.2906 -1.9373
O -2.0484 -0.1290 0.6251
P -0.6983 -2.8449 -0.6245
O -0.5612 -4.4657 -0.7474
O -0.2847 -2.2134 -1.9259
O -0.0695 -2.3635 0.6336
H -4.1499 -2.9618 0.8642
H -2.5609 -2.6834 1.6135
H -2.9118 -4.2430 0.8425
H -2.6128 -3.2219 -2.3800
H -4.3868 0.4452 -0.6079
H -1.3109 -0.8779 -2.1791
H 0.3508 -4.6786 -0.4917
```

Computed Löwdin charges, given in elementary charges: Li 0.568; F 0.016; C -0.298; C -0.103; C -0.085; C -0.175; C -0.231; F 0.005; C 0.019; C -0.207; C -0.019; C -0.093; C -0.092; C -0.154; N 0.085; H 0.081; H 0.114; H 0.093; H 0.096; H 0.088; H 0.090; C -0.066; C -0.601; O -0.036; P 0.441; O -0.113; O -0.147; O -0.320; P 0.281; O -0.140; O -0.313; O -0.349; H 0.083; H 0.081; H 0.086; H 0.092; H 0.084; H 0.061; H 0.077



Computed, not measured: a molecular structure, C13H13F6N3O5PdS2Sb in a non-equilibrium geometry, with wB97M-V/def2-TZVPD.

* orbital gap (alpha / beta): 4.245 / 4.292 eV
* net charge: -2
* lowest unoccupied orbital energy (alpha / beta): 4.08 / 4.07 eV
* multiplicity: 2
* ⟨S²⟩: 0.76

The geometry in XYZ format:
```
44
C13H13F6N3O5PdS2Sb wB97M-V/def2-TZVPD
Pd -0.3569 0.2889 0.7675
O -4.4500 5.1466 -0.0482
C -3.4946 4.4254 0.1754
C -3.3655 3.4112 1.3458
O -4.1185 3.3282 2.2942
C -2.2116 2.5282 0.9255
C -1.5430 3.0327 -0.3178
O -0.6866 2.3997 -0.9165
C -2.1519 4.3617 -0.6816
O -1.7511 5.1845 -1.4960
O -1.8161 1.5622 1.6347
S -2.1397 -0.9825 -0.2219
C -2.2836 -2.3559 0.7307
N -1.4386 -2.6094 1.7807
C -1.5993 -3.7197 2.5656
C -2.6280 -4.6105 2.3686
C -3.4531 -4.4320 1.2413
C -3.2707 -3.3388 0.4052
H -0.7095 -1.9212 1.9238
H -0.9070 -3.7886 3.3679
H -2.8369 -5.4499 3.0460
H -4.2140 -5.1684 1.0586
H -3.7983 -3.1892 -0.5295
C 4.5321 0.8133 -2.4073
N 3.4697 0.0132 -1.7826
C 2.3248 0.7400 -1.4850
S 1.4401 -0.6885 -0.0892
N 1.4759 1.0145 -2.4812
C 1.1280 0.1652 -3.6520
H 4.9207 1.5629 -1.7527
H 3.9804 1.3008 -3.2181
H 5.3080 0.1782 -2.8305
H 3.8049 -0.6372 -1.0708
H 0.7016 1.6150 -2.1505
H 0.4768 -0.6409 -3.3527
H 2.0270 -0.3363 -4.0385
H 0.6670 0.7704 -4.4893
F 1.1460 0.9452 2.3955
Sb 2.7233 -0.3240 2.2664
F 3.7923 0.9824 1.5088
F 3.6264 -0.2083 3.8909
F 2.4567 1.9089 -0.6768
F 1.6108 -1.6697 2.8075
F 3.6118 -1.6082 1.1880
```

Computed Löwdin charges, given in elementary charges: Pd 0.317; O 0.009; C -0.289; C -0.337; O 0.014; C -0.311; C -0.352; O -0.053; C -0.299; O 0.001; O -0.180; S 0.709; C -0.721; N 0.069; C -0.068; C -0.104; C -0.090; C -0.105; H 0.082; H 0.111; H 0.097; H 0.090; H 0.090; C -0.092; N -0.078; C -0.698; S 0.463; N -0.014; C -0.064; H 0.063; H 0.077; H 0.070; H 0.073; H 0.103; H 0.060; H 0.065; H 0.094; F -0.478; Sb 1.318; F -0.377; F -0.359; F -0.025; F -0.402; F -0.478



Computed, not measured: a molecular structure, C13H13IrN4O8 in a non-equilibrium geometry, with wB97M-V/def2-TZVPD.

* orbital gap (alpha / beta): 9.709 / 6.997 eV
* net charge: +1
* lowest unoccupied orbital energy (alpha / beta): -3.31 / -5.91 eV
* multiplicity: 2
* ⟨S²⟩: 0.75

The geometry in XYZ format:
```
39
C13H13IrN4O8 wB97M-V/def2-TZVPD
Ir -0.5242 0.6783 0.0610
O -3.5397 -4.4550 0.1780
C -2.8057 -3.3459 0.0989
C -2.4380 -2.7606 -1.1190
C -1.6804 -1.6160 -1.0838
N -1.3077 -1.1111 0.0859
C -1.6820 -1.6034 1.2640
C -2.4340 -2.7483 1.3117
C -1.2597 -0.7268 2.4240
O -1.4453 -0.9679 3.5733
O -0.6091 0.3734 1.9984
C -1.2397 -0.7675 -2.2567
O -1.5106 -0.9720 -3.3965
O -0.4521 0.2479 -1.8534
H -3.7628 -4.7995 -0.6963
H -2.7420 -3.1623 -2.0774
H -2.7425 -3.1621 2.2616
C 4.9549 1.1575 -0.0175
N 3.6672 0.4946 0.0590
C 3.4893 -0.9456 -0.0141
C 1.9777 -1.0870 0.0401
O 1.3393 -2.1024 0.0068
N 1.4533 0.1976 0.1406
C 2.4747 1.0785 0.1262
N 2.2850 2.3911 0.1711
H 5.7063 0.5053 0.4215
H 4.9465 2.0785 0.5635
H 5.2313 1.3760 -1.0497
H 3.9480 -1.4554 0.8347
H 3.8815 -1.3658 -0.9415
H 1.3524 2.7701 0.2505
H 3.0559 3.0346 0.1533
C -2.9448 3.7650 -0.2861
C -2.0082 2.6315 -0.1578
O -2.3970 1.4144 -0.1358
O -0.7381 2.8089 -0.0387
H -3.9172 3.4154 -0.6212
H -2.5356 4.5025 -0.9734
H -3.0473 4.2338 0.6945
```

Computed Löwdin charges, given in elementary charges: Ir 1.720; O 0.130; C -0.246; C 0.119; C -0.136; N -0.041; C -0.126; C 0.131; C -0.488; O 0.177; O -0.156; C -0.491; O 0.176; O -0.153; H 0.137; H 0.149; H 0.154; C 0.007; N -0.074; C 0.001; C -0.426; O 0.120; N -0.012; C -0.360; N 0.247; H 0.104; H 0.093; H 0.106; H 0.153; H 0.154; H 0.086; H 0.123; C 0.050; C -0.588; O -0.064; O -0.104; H 0.104; H 0.108; H 0.115



Computed, not measured: a molecular structure, C13H13MoN2O9 in a non-equilibrium geometry, with wB97M-V/def2-TZVPD.

* orbital gap: 5.249 eV
* net charge: +3
* lowest unoccupied orbital energy: -14.25 eV

The geometry in XYZ format:
```
38
C13H13MoN2O9 wB97M-V/def2-TZVPD
Mo 0.9162 -0.0548 0.3066
O 0.1479 -2.0662 0.8354
C 0.4454 -2.4218 2.2162
C 0.2805 -1.1506 3.0425
N 1.1455 -0.0763 2.4803
C 0.7758 1.2735 2.9751
C 1.2686 2.2969 1.9326
O 1.5620 3.4156 2.0772
O 1.2853 1.6095 0.7158
C 2.5848 -0.3352 2.8041
C 3.3399 -0.8920 1.5842
O 4.4298 -1.3079 1.5392
O 2.4609 -0.7828 0.5197
H -0.0991 -2.8867 0.3609
H 1.4644 -2.8397 2.2654
H -0.2658 -3.1820 2.5694
H 0.5007 -1.3546 4.0983
H -0.7700 -0.8310 2.9748
H 1.1922 1.5042 3.9675
H -0.3173 1.3897 3.0577
H 2.6998 -1.0249 3.6522
H 3.1076 0.5914 3.0862
O -0.9552 0.4735 0.4412
C -1.7618 0.9034 -0.4606
C -1.5773 0.6883 -1.8403
C -2.5685 1.0441 -2.7962
C -2.3544 0.7657 -4.1246
C -1.2415 0.0568 -4.5766
C -0.2840 -0.3746 -3.6594
C -0.4017 -0.0158 -2.3176
O 0.5086 -0.2565 -1.3928
N -3.3983 1.2213 -5.1533
O -2.9600 1.3843 -6.2395
O -4.4881 1.3238 -4.6957
H -2.6638 1.4272 -0.1154
H -3.4850 1.5390 -2.4934
H -1.1151 -0.1423 -5.6368
H 0.5921 -0.9134 -4.0014
```

Computed Löwdin charges, given in elementary charges: Mo 2.141; O -0.127; C -0.107; C -0.101; N -0.252; C -0.016; C -0.406; O 0.319; O -0.146; C 0.008; C -0.410; O 0.319; O -0.153; H 0.181; H 0.151; H 0.170; H 0.171; H 0.150; H 0.179; H 0.164; H 0.177; H 0.175; O -0.168; C 0.005; C -0.070; C 0.138; C -0.036; C 0.128; C 0.104; C -0.208; O -0.147; N -0.354; O 0.184; O 0.170; H 0.186; H 0.161; H 0.163; H 0.157